The following is a quantum chemistry calculation of an isolated molecule of C6H8N2O in a non-equilibrium geometry, from OMol25.

F_max = 0.06405 hartree/bohr
LUMO = 0.030 hartree
Kohn-Sham gap = 10.01 eV
SMILES string = O=C1[C@H]2CN[C@H]2[C@@H]2CN12
Total charge = 0

Geometry as XYZ:
```
17
Properties=species:S:1:pos:R:3:forces:R:3
O -2.368 1.203 0.705 -0.207 0.202 0.153
C -1.284 0.891 0.334 1.050 -1.599 -0.059
C -0.451 -0.377 0.784 -1.111 -0.761 -0.205
C -0.821 -1.787 0.113 1.863 -0.034 2.576
N 0.317 -1.616 -0.793 -0.022 -1.271 -0.617
C 0.800 -0.417 -0.112 0.442 -1.550 0.888
C 0.673 0.783 -0.879 0.853 3.055 -0.887
C 0.743 2.016 0.003 0.014 -0.594 -0.871
N -0.506 1.565 -0.669 -1.355 0.409 0.745
H -0.402 -0.551 1.852 0.126 0.616 0.136
H -1.769 -1.959 -0.309 -1.172 0.030 -0.690
H -0.654 -2.563 0.961 -0.263 0.936 -1.477
H 0.898 -2.452 -0.975 -0.298 1.110 0.388
H 1.838 -0.366 0.251 -0.337 -0.898 0.536
H 1.030 0.841 -1.898 0.287 -0.103 0.024
H 0.813 1.897 1.110 0.054 0.110 -1.084
H 1.140 2.892 -0.479 0.075 0.342 0.444
```
Forces are in eV/Å.